{
  "formula": "C16H35IrNO4P2Si",
  "method": "wB97M-V/def2-TZVPD",
  "e_tot_ha": -2062.69225,
  "spin_multiplicity": 6,
  "charge": 0,
  "s2": 8.82,
  "elements": ["Ir", "Si", "P", "N", "H", "C", "H", "H", "H", "C", "H", "H", "H", "C", "H", "H", "H", "C", "H", "H", "H", "H", "H", "C", "C", "C", "C", "C", "C", "H", "H", "H", "H", "H", "C", "O", "C", "H", "H", "H", "C", "H", "H", "H", "C", "O", "P", "O", "C", "O", "C", "H", "H", "H", "H", "H", "H", "H", "H", "H"],
  "coordinates": [[-0.026, 0.058, -0.394], [2.241, 0.230, -0.861], [-0.710, 0.484, -2.568], [-0.430, -1.710, -0.457], [-0.577, 2.631, 1.592], [-2.487, 0.772, -2.757], [-2.710, 0.952, -3.818], [-2.787, 1.636, -2.154], [-3.046, -0.105, -2.412], [0.055, 1.987, -3.237], [-0.326, 2.128, -4.257], [1.145, 1.891, -3.256], [-0.224, 2.850, -2.618], [-0.346, -0.908, -3.680], [-0.545, -0.587, -4.713], [-0.996, -1.754, -3.422], [0.697, -1.226, -3.575], [2.805, 2.020, -0.630], [2.535, 2.408, 0.356], [2.381, 2.675, -1.394], [3.897, 2.045, -0.721], [3.188, -0.629, -0.085], [2.459, -0.184, -2.285], [-0.371, -3.031, -0.643], [-1.463, -5.217, -0.590], [-1.513, -3.852, -0.386], [0.815, -3.673, -1.137], [0.841, -5.043, -1.335], [-0.291, -5.825, -1.063], [-2.342, -5.824, -0.373], [-2.398, -3.324, -0.027], [1.682, -3.039, -1.340], [1.750, -5.520, -1.697], [-0.258, -6.908, -1.213], [-1.233, 2.829, 0.720], [-1.337, 1.636, -0.038], [-2.619, 3.207, 1.240], [-2.741, 4.296, 1.214], [-2.737, 2.895, 2.285], [-3.398, 2.737, 0.630], [-0.609, 3.999, -0.030], [-1.323, 4.372, -0.777], [0.346, 3.732, -0.498], [-0.422, 4.813, 0.681], [1.993, -2.170, 2.881], [1.941, -0.904, 2.174], [0.664, -0.001, 1.807], [-0.552, -0.602, 2.673], [-1.268, 0.096, 3.735], [1.034, 1.471, 2.376], [1.824, 1.880, 3.516], [2.569, -2.867, 2.262], [1.002, -2.595, 3.107], [2.529, -1.975, 3.811], [-2.198, -0.466, 3.869], [-0.678, 0.043, 4.664], [-1.493, 1.139, 3.444], [1.351, 1.560, 4.452], [2.846, 1.496, 3.451], [1.869, 2.973, 3.498]],
  "atomic_forces_ev_per_a": [[0.136, 2.236, 0.145], [1.643, -0.444, -0.397], [-0.125, 0.165, -0.260], [-0.323, -4.189, -0.220], [-0.239, -0.082, -0.575], [-0.356, 0.106, -0.665], [-0.253, 0.015, 0.094], [0.168, -0.222, -0.138], [0.159, 0.148, -0.048], [-0.211, -0.045, -0.688], [0.233, 0.248, 0.039], [-0.217, -0.035, -0.015], [0.034, -0.324, -0.131], [-0.121, 0.309, -0.418], [0.098, -0.296, 0.102], [0.130, 0.246, -0.015], [-0.190, 0.153, -0.008], [0.475, 0.028, -0.101], [-0.040, -0.079, -0.106], [0.007, 0.029, 0.060], [-0.077, 0.188, -0.006], [0.128, 0.098, -0.177], [0.330, 0.173, -0.160], [-0.204, -0.353, -0.142], [0.046, -0.117, 0.005], [0.287, 0.372, -0.035], [-0.247, 0.361, 0.202], [-0.139, -0.026, 0.067], [-0.035, -0.001, 0.045], [0.205, 0.108, -0.085], [0.103, -0.343, -0.053], [-0.199, -0.222, 0.049], [-0.174, 0.104, 0.044], [-0.013, 0.417, 0.042], [-0.124, -0.026, 0.358], [-0.495, 1.140, 1.198], [-0.077, 0.277, 0.271], [-0.167, -0.128, 0.037], [-0.174, -0.054, -0.217], [0.136, 0.128, 0.128], [-0.006, 0.031, -0.238], [0.275, -0.044, -0.054], [-0.204, -0.003, 0.033], [-0.036, -0.134, -0.134], [-0.020, 0.330, -0.112], [-0.530, -0.210, 0.549], [-0.286, 0.533, 0.317], [-0.223, 0.053, 1.526], [0.382, -0.429, -0.364], [0.570, -0.096, 0.771], [-0.047, -0.105, 0.011], [-0.194, 0.200, 0.115], [0.285, 0.369, -0.244], [-0.045, -0.183, -0.007], [0.196, 0.241, -0.011], [-0.251, 0.203, -0.285], [0.199, -0.494, 0.135], [0.128, -0.001, -0.151], [-0.206, -0.112, -0.028], [-0.102, -0.214, -0.058]],
  "lowdin_charge": [0.96, 0.30, 0.60, -0.21, 0.10, -0.27, 0.04, 0.04, 0.05, -0.26, 0.05, 0.03, 0.03, -0.26, 0.05, 0.05, 0.03, -0.32, 0.00, 0.00, 0.01, -0.08, -0.10, -0.40, -0.11, -0.04, -0.03, -0.10, -0.10, 0.10, 0.11, 0.10, 0.10, 0.10, -0.54, -0.36, -0.05, 0.07, 0.06, 0.08, -0.06, 0.08, 0.06, 0.09, -0.07, -0.36, 0.54, -0.34, -0.07, -0.37, -0.08, 0.09, 0.09, 0.08, 0.09, 0.08, 0.07, 0.08, 0.09, 0.09]
}



{
  "formula": "C16H35NOP2SiTi",
  "method": "wB97M-V/def2-TZVPD",
  "e_tot_ha": -2582.24656,
  "charge": 0,
  "elements": ["Ti", "Si", "P", "P", "H", "C", "H", "H", "H", "C", "H", "H", "H", "C", "H", "H", "H", "C", "H", "H", "H", "C", "H", "H", "H", "C", "H", "H", "H", "C", "H", "H", "H", "H", "H", "C", "O", "C", "H", "H", "H", "C", "H", "H", "H", "N", "C", "C", "C", "C", "C", "C", "H", "H", "H", "H", "H"],
  "coordinates": [[0.044, 0.015, -0.138], [1.553, -1.402, -1.606], [2.054, 1.370, 0.554], [-1.892, -1.406, -0.898], [-1.110, 1.661, 0.031], [1.710, 2.808, 1.624], [2.654, 3.315, 1.883], [1.210, 2.466, 2.542], [1.041, 3.511, 1.108], [3.059, 2.073, -0.792], [3.897, 2.634, -0.356], [2.451, 2.750, -1.407], [3.439, 1.268, -1.432], [3.231, 0.401, 1.546], [4.076, 1.038, 1.836], [3.587, -0.456, 0.965], [2.720, 0.027, 2.441], [-3.525, -0.834, -0.324], [-4.316, -1.499, -0.704], [-3.695, 0.191, -0.682], [-3.542, -0.825, 0.775], [-2.106, -1.518, -2.702], [-2.998, -2.120, -2.921], [-1.222, -1.979, -3.159], [-2.231, -0.511, -3.121], [-1.835, -3.133, -0.324], [-2.741, -3.661, -0.648], [-1.770, -3.141, 0.771], [-0.946, -3.628, -0.729], [1.756, -0.750, -3.386], [2.175, 0.265, -3.393], [0.796, -0.741, -3.919], [2.447, -1.415, -3.923], [2.964, -1.484, -1.121], [1.069, -2.800, -1.820], [-0.574, 2.281, -2.186], [-0.095, 1.147, -1.905], [-0.687, 3.449, -1.284], [-1.337, 4.191, -1.771], [0.291, 3.929, -1.110], [-1.142, 3.214, -0.298], [-0.781, 2.589, -3.635], [-1.801, 2.964, -3.794], [-0.614, 1.712, -4.274], [-0.089, 3.390, -3.955], [-0.116, -0.611, 1.552], [-0.420, -0.737, 2.838], [-1.112, 0.329, 3.509], [-1.455, 0.215, 4.849], [-1.130, -0.942, 5.570], [-0.443, -1.993, 4.943], [-0.084, -1.904, 3.601], [-1.356, 1.216, 2.919], [-1.983, 1.040, 5.329], [-1.410, -1.026, 6.620], [-0.184, -2.892, 5.506], [0.453, -2.702, 3.090]],
  "atomic_forces_ev_per_a": [[-1.874, 0.781, 4.077], [0.222, -0.065, -0.417], [-0.087, -0.161, -0.078], [0.121, -0.015, -0.116], [0.358, -1.995, 1.117], [0.068, 0.171, 0.097], [-0.316, -0.095, -0.025], [0.125, 0.065, -0.286], [0.211, -0.223, 0.189], [0.344, 0.224, 0.122], [-0.064, -0.058, -0.282], [0.130, -0.159, 0.150], [-0.071, 0.154, 0.159], [0.183, 0.104, 0.058], [-0.078, -0.198, 0.003], [-0.070, 0.169, 0.088], [0.050, 0.095, -0.210], [-0.178, 0.028, 0.019], [0.173, 0.203, 0.136], [0.039, -0.286, 0.133], [0.034, 0.024, -0.306], [-0.331, -0.222, -0.141], [0.194, 0.113, -0.175], [-0.182, 0.073, 0.123], [0.028, -0.231, 0.115], [-0.099, -0.092, -0.041], [0.196, 0.013, 0.085], [-0.011, 0.055, -0.238], [-0.162, 0.107, 0.064], [0.188, -0.203, -0.128], [-0.135, -0.163, -0.055], [0.204, 0.078, 0.082], [-0.166, 0.238, -0.026], [0.163, -0.259, 0.024], [0.169, -0.237, 0.043], [2.497, -1.710, -0.563], [-1.444, 2.658, -1.157], [-0.932, 1.080, 0.538], [0.330, -0.009, -0.024], [-0.230, -0.399, -0.134], [0.541, -0.100, -0.672], [-0.367, -0.215, -0.665], [0.181, 0.027, -0.003], [-0.022, 0.211, 0.331], [-0.284, -0.252, 0.274], [0.792, 0.682, -3.876], [-0.603, 0.003, 2.310], [0.368, -0.682, -0.143], [0.128, -0.203, -0.086], [0.063, -0.082, -0.048], [-0.122, 0.293, -0.078], [-0.319, 0.807, -0.292], [0.045, -0.289, 0.171], [0.122, -0.257, -0.024], [0.084, 0.014, -0.259], [-0.094, 0.266, -0.109], [-0.109, 0.124, 0.149]],
  "lowdin_charge": [0.26, 0.47, 0.73, 0.72, 0.00, -0.25, 0.05, 0.05, 0.03, -0.26, 0.05, 0.03, 0.04, -0.26, 0.05, 0.03, 0.05, -0.26, 0.05, 0.04, 0.05, -0.26, 0.05, 0.03, 0.04, -0.25, 0.05, 0.04, 0.03, -0.35, 0.00, 0.00, 0.01, -0.10, -0.10, -0.44, -0.24, -0.08, 0.09, 0.10, 0.03, -0.01, 0.10, 0.09, 0.11, -0.15, -0.43, -0.05, -0.12, -0.12, -0.12, -0.05, 0.09, 0.10, 0.09, 0.10, 0.10]
}



{
  "formula": "C16H36BBr12N3O8",
  "method": "wB97M-V/def2-TZVPD",
  "e_tot_ha": -32310.29809,
  "spin_multiplicity": 2,
  "charge": 1,
  "s2": 0.75,
  "elements": ["N", "H", "H", "H", "H", "N", "H", "H", "H", "H", "N", "H", "H", "H", "H", "O", "C", "O", "B", "O", "C", "O", "O", "C", "O", "C", "O", "O", "Br", "C", "C", "Br", "H", "H", "H", "H", "Br", "C", "C", "Br", "H", "H", "H", "H", "Br", "C", "C", "Br", "H", "H", "H", "H", "Br", "C", "C", "Br", "H", "H", "H", "H", "Br", "C", "C", "Br", "H", "H", "H", "H", "Br", "C", "C", "Br", "H", "H", "H", "H"],
  "coordinates": [[3.772, 24.025, 3.760], [3.153, 24.708, 4.173], [4.706, 24.407, 3.707], [3.464, 23.781, 2.830], [3.745, 23.202, 4.345], [8.981, 23.726, 3.656], [8.897, 23.228, 2.781], [8.643, 24.672, 3.550], [9.923, 23.676, 4.017], [8.350, 23.378, 4.364], [3.512, 27.965, 2.766], [4.433, 27.616, 2.989], [3.452, 27.662, 1.804], [3.330, 28.958, 2.788], [2.898, 27.418, 3.351], [7.724, 21.462, -1.452], [7.287, 22.485, -0.823], [6.110, 23.094, -0.974], [6.006, 24.182, 0.024], [7.219, 24.073, 0.866], [8.038, 23.188, 0.305], [9.197, 22.947, 0.717], [6.014, 25.522, -0.607], [4.924, 26.181, -0.158], [4.646, 27.364, -0.266], [4.171, 25.239, 0.746], [4.836, 24.062, 0.936], [3.111, 25.613, 1.350], [1.796, 28.717, -0.552], [2.398, 28.369, -2.383], [1.483, 29.026, -3.340], [2.190, 29.384, -5.122], [2.430, 27.298, -2.580], [3.375, 28.843, -2.470], [1.293, 30.005, -2.902], [0.523, 28.509, -3.331], [8.914, 29.988, 0.022], [7.224, 30.044, 1.077], [6.574, 31.441, 1.293], [4.790, 31.197, 2.101], [7.204, 29.435, 1.981], [6.560, 29.461, 0.439], [6.420, 31.837, 0.289], [7.058, 32.170, 1.943], [6.447, 19.176, -4.692], [5.744, 21.000, -4.807], [4.823, 21.290, -3.599], [2.985, 20.414, -3.789], [5.360, 21.315, -5.777], [6.628, 21.637, -4.782], [4.646, 22.366, -3.574], [5.267, 21.030, -2.639], [10.271, 19.498, -6.429], [10.694, 19.076, -4.498], [9.943, 20.095, -3.669], [10.845, 21.892, -3.866], [11.755, 19.155, -4.264], [10.311, 18.082, -4.266], [9.973, 19.951, -2.589], [8.885, 20.144, -3.928], [9.441, 19.448, 0.778], [8.325, 18.217, -0.275], [9.033, 16.907, -0.339], [7.766, 15.665, -1.258], [8.264, 18.646, -1.275], [7.293, 18.153, 0.071], [9.369, 16.348, 0.534], [9.782, 17.076, -1.113], [-2.143, 25.193, 0.723], [-0.901, 26.708, 0.996], [-0.329, 26.756, 2.425], [0.153, 28.610, 2.911], [-1.559, 27.575, 1.053], [-0.336, 26.875, 0.078], [0.617, 26.217, 2.474], [-1.035, 26.366, 3.158]],
  "atomic_forces_ev_per_a": [[-0.965, -0.949, 0.046], [-0.517, 0.819, 0.212], [1.528, 0.664, 0.054], [-0.279, 0.021, -0.700], [0.235, -0.663, 0.463], [-0.463, 0.262, 0.913], [0.052, -0.429, -1.160], [0.290, 0.768, -0.525], [0.516, 0.177, -0.035], [-0.324, -0.785, 0.280], [0.228, -0.615, -0.402], [0.989, 0.665, 0.697], [-0.843, -0.338, -1.063], [0.369, 0.510, 0.416], [-0.769, -0.018, 0.079], [-2.247, 4.768, 2.713], [1.623, -4.297, -2.926], [0.547, -0.071, 0.484], [0.998, -0.429, -0.248], [0.612, -0.551, -0.366], [3.195, -0.488, 1.666], [-3.571, 0.706, -0.784], [-1.967, 0.470, 0.572], [1.453, 1.158, -0.373], [0.606, -1.974, 0.060], [-3.357, -0.274, 2.558], [-1.469, 2.665, -1.121], [3.739, -1.877, -1.702], [-0.202, -0.111, -0.223], [1.253, -0.401, -0.387], [-1.315, 1.348, 0.600], [-0.141, -0.511, 0.539], [0.291, 0.052, 0.468], [0.076, -0.414, 0.265], [-0.159, 0.172, -0.483], [0.070, -0.006, -0.707], [-0.834, 0.313, 1.018], [-0.985, -0.095, -0.195], [0.500, -0.887, -0.776], [0.305, 0.026, -0.191], [1.004, 0.330, 0.226], [-0.097, 0.341, -0.252], [-0.196, 0.356, 0.317], [0.221, -0.411, -0.156], [-0.437, 0.318, -0.418], [0.130, 0.396, 0.934], [-0.235, 0.094, -1.087], [1.533, 0.647, 0.230], [-0.652, -0.962, 0.017], [0.177, -0.044, 0.734], [-0.327, -0.079, -0.081], [-0.195, -0.439, -0.287], [0.581, -0.576, 1.155], [-0.691, 0.781, -0.058], [0.231, 0.789, 0.203], [-0.750, -0.815, 0.091], [-0.028, -0.164, -0.632], [0.045, -0.023, -0.349], [0.359, -0.312, -0.046], [0.276, 0.410, -0.260], [-0.393, -0.126, -0.050], [-0.450, 0.421, 0.220], [-0.339, -0.748, -1.663], [0.282, 0.209, 0.225], [0.121, 0.056, 0.117], [0.306, 0.192, 0.593], [-0.079, 0.665, -0.006], [0.530, -0.626, 0.552], [0.738, 0.371, 0.183], [-1.803, 1.175, 0.795], [1.074, -0.773, -1.074], [-0.169, -0.372, -0.076], [-0.427, -0.138, -0.569], [0.654, -0.515, 0.665], [-0.120, -0.112, 0.226], [0.056, 0.307, -0.155]],
  "lowdin_charge": [0.22, 0.07, 0.00, 0.09, 0.11, 0.33, 0.09, 0.12, 0.15, 0.12, 0.27, 0.08, 0.04, 0.03, 0.06, 0.07, -0.28, 0.23, -0.89, 0.18, -0.33, 0.06, 0.25, -0.34, 0.08, -0.30, 0.18, 0.00, 0.69, -0.66, -0.74, 0.65, 0.07, 0.06, 0.03, 0.07, 0.60, -0.69, -0.61, 0.63, 0.04, 0.02, 0.06, 0.06, 0.64, -0.65, -0.63, 0.52, 0.07, 0.05, 0.05, 0.03, 0.55, -0.62, -0.68, 0.54, 0.06, 0.06, 0.03, -0.03, 0.63, -0.71, -0.66, 0.59, 0.03, 0.06, 0.06, 0.05, 0.61, -0.69, -0.64, 0.61, 0.03, 0.01, 0.02, 0.05]
}



> Number 1 is which compound?

C16H35IrNO4P2Si